{"formula": "C3H7N4O2", "method": "wB97M-V/def2-TZVPD", "homo_lumo_gap_ev": [7.421, 7.414], "relative_energy_ev": 6.671, "total_energy_ev": -13266.47928, "molar_mass_g_mol": 131.1, "smiles": "C/N=C/N/N=C/[N+](=O)O", "multiplicity": 1, "total_charge": 1, "species": ["C", "C", "C", "N", "N", "N", "N", "O", "O", "H", "H", "H", "H", "H", "H", "H"], "xyz": [[-1.331397, 0.757734, 0.018911], [1.640431, -0.285476, 0.485776], [-2.655183, -1.190346, -0.286513], [1.125778, 0.953706, 0.252155], [-1.446787, -0.502606, 0.099193], [-0.064579, 1.428916, 0.198252], [2.951825, -0.388000, 0.140710], [3.440039, 0.518627, -0.657488], [3.635669, -1.337816, 0.443437], [-2.044564, 1.513272, -0.308243], [0.994938, -1.098765, 0.902419], [-3.402772, -0.590307, -0.638287], [-2.285907, -1.845418, -1.010891], [-3.198444, -1.676174, 0.500132], [2.838046, 1.383032, -0.557561], [-0.197098, 2.359616, 0.417994]], "forces_ev_per_angstrom": [[0.2, -1.7, 0.0], [-5.3, 2.1, 0.1], [1.1, 0.1, 1.2], [2.2, -0.9, 0.3], [0.9, 1.9, 0.8], [-0.5, -4.0, 0.3], [1.2, -2.1, 0.6], [0.0, 2.5, 0.0], [-1.0, 1.5, -0.6], [-0.4, -0.2, 0.1], [1.3, 0.4, -0.6], [-1.7, 2.1, -1.6], [-0.1, -1.5, -1.1], [0.7, -0.8, 0.9], [0.9, -2.2, -0.2], [0.5, 2.7, -0.1]]}